Computed, not measured: C17H18Cl2F6GaIN4SSbSi as an isolated structure, with ωB97M-V/def2-TZVPD.

Cartesian coordinates (Å):
Ga -0.170780 -0.781148 -0.517783
C -1.200420 4.045307 2.309900
Si -1.194729 4.590475 0.512177
C 0.056945 5.992468 0.328108
C -2.918934 5.190924 0.029598
C -0.784901 3.258470 -0.794652
C -0.959097 3.595929 -2.135206
C -0.818691 2.667697 -3.157431
C -0.535786 1.361596 -2.822994
N -0.330810 1.013162 -1.556388
C -0.414076 1.917791 -0.552343
S 0.014616 1.205031 0.953117
H -1.630684 4.833653 2.934544
H -0.189214 3.845983 2.663504
H -1.783707 3.138850 2.458904
H -0.165540 6.780765 1.051677
H 0.039278 6.440460 -0.667320
H 1.071490 5.640073 0.522506
H -3.260483 5.969592 0.715912
H -3.641552 4.373751 0.065263
H -2.937383 5.608943 -0.978898
H -1.225293 4.617421 -2.388170
H -0.948210 2.942314 -4.194149
H -0.469211 0.576385 -3.561533
F -1.939074 -0.904104 -0.126055
Sb 0.199421 -2.717300 -2.915426
F -1.180819 -3.999574 -3.165493
F -1.225228 -1.461658 -2.535717
F -0.000449 -2.294845 -4.742512
F 1.250891 -1.047810 -2.769889
F 1.850954 -3.594762 -3.316617
Cl 2.437320 -0.843238 0.333434
C 2.509030 -2.543609 0.397046
C 3.512155 -3.182951 1.080306
C 3.597554 -4.568264 1.027667
C 2.688544 -5.316766 0.286770
C 1.675221 -4.694081 -0.398604
Cl 0.502803 -5.624310 -1.210955
C 1.517704 -3.259623 -0.357343
N 0.493185 -2.616211 -0.940750
H 4.237708 -2.605432 1.635181
H 4.388320 -5.074079 1.564175
H 2.757325 -6.394795 0.256355
I 0.311186 -3.931024 5.384047
C -0.222438 -3.158094 3.534028
C -1.231404 -3.610275 2.710389
N -1.204306 -2.818574 1.626706
N -0.252699 -1.888072 1.698681
C 0.352309 -2.069447 2.862055
H -1.934708 -4.415288 2.836003
H -1.847729 -2.767411 0.846151
H 1.154394 -1.424295 3.182024

Forces on atoms 1 to 3 (eV/Å):
Ga -1.30 1.96 0.93
C 0.01 -0.06 -0.24
Si 0.04 0.14 -0.14

Values from the calculation:
Total charge = 0
E = -150963.525 eV
Expectation value of S² = 0.784
2S+1 = 2



Computed, not measured: C17H18F3FeN2O4STe4 as an isolated structure, with ωB97M-V/def2-TZVPD.

Cartesian coordinates (Å):
Fe 0.455673 0.596752 0.736311
Te 0.464366 0.792633 3.032275
Te 0.365274 0.015688 5.645337
Te -1.135492 2.339291 1.161613
Te 1.436947 2.696475 1.107238
C -2.483858 -2.469633 -0.313501
C -1.945874 -1.578992 0.816342
C -1.330730 -2.519833 1.872748
C -0.900700 -0.626277 0.271102
C -3.074781 -0.760814 1.452306
C -3.019643 -0.369231 2.792247
C -4.016325 0.413025 3.358680
C -5.117842 0.802872 2.612494
C -5.190891 0.417359 1.281862
C -4.180316 -0.342053 0.709863
H -1.678095 -3.099687 -0.695775
H -2.861237 -1.888469 -1.154824
H -3.289541 -3.114945 0.054678
H -0.647598 -3.218287 1.384051
H -2.118868 -3.094909 2.371197
H -0.765309 -1.980025 2.630714
H -0.930185 -0.541369 -0.830378
H -2.196511 -0.660019 3.432313
H -3.909204 0.706154 4.396307
H -5.905266 1.404057 3.051525
H -6.043174 0.710930 0.678647
H -4.275024 -0.607803 -0.334391
F -0.177173 2.724176 -3.639393
C 1.090757 2.964418 -3.248326
F 1.867541 2.077381 -3.918521
F 1.411919 4.181182 -3.748263
S 1.280276 2.883005 -1.373047
O 2.747730 3.096365 -1.432807
O 0.361521 4.031676 -1.181112
O 0.714253 1.484821 -1.359962
N 5.008631 1.691025 -2.059238
C 5.048052 0.340515 -2.247117
O 5.931739 -0.195519 -2.907129
C 3.987952 -0.433766 -1.570619
C 3.752964 -1.764538 -1.914940
C 2.732042 -2.442370 -1.281194
C 1.963702 -1.790546 -0.328582
N 2.198280 -0.523628 0.030518
C 3.188773 0.113487 -0.573163
H 5.662308 2.207508 -2.623217
H 4.115788 2.162453 -1.883168
H 4.379571 -2.219231 -2.671254
H 2.510493 -3.473141 -1.528262
H 1.136714 -2.264568 0.181861
H 3.380369 1.126405 -0.244047

Forces on atoms 1 to 3 (eV/Å):
Fe -1.45 -5.43 -4.05
Te 0.84 -0.66 5.50
Te -0.34 -0.88 0.03

Values from the calculation:
Total charge = -2
E = -111636.398 eV
Expectation value of S² = 0.984
2S+1 = 2



Computed, not measured: the molecule C17H18FNO4, with ωB97M-V/def2-TZVPD.

Cartesian coordinates (Å):
C 1.437905 3.583053 2.438577
C -0.020393 3.203027 2.233577
H -0.409721 3.637464 1.307954
H -0.633903 3.520732 3.079936
O -0.160601 1.778366 2.167610
C -0.302959 1.213916 0.972946
O -0.349717 1.803854 -0.072700
C -0.439216 -0.300569 1.124453
N 0.178971 -1.031435 0.055051
C 1.520688 -1.285106 -0.049643
C 1.706135 -2.180892 -1.073056
C 0.443668 -2.491983 -1.599105
C -0.489815 -1.765628 -0.895410
C -1.928626 -1.715897 -1.107070
C -2.623371 -0.504447 -1.125875
C -3.986997 -0.476460 -1.350254
C -4.653533 -1.668210 -1.567421
C -3.990789 -2.882564 -1.579695
C -2.629464 -2.898911 -1.348955
H -2.095040 -3.836441 -1.347128
H -4.541271 -3.791570 -1.764334
F -5.988477 -1.645774 -1.780698
H -4.531994 0.454254 -1.370250
H -2.086100 0.423663 -1.004238
H 0.239359 -3.141937 -2.426218
H 2.645957 -2.566167 -1.414093
C 2.554595 -0.618845 0.800359
H 3.051454 -1.354248 1.440327
H 2.094590 0.134358 1.440805
C 3.620273 0.065031 -0.075861
C 2.939446 1.004308 -1.043187
O 2.870579 0.856014 -2.230274
O 2.390532 2.049240 -0.409332
H 1.839973 2.566233 -1.020329
H 4.175302 -0.675801 -0.648460
H 4.305411 0.632782 0.554955
H -0.019679 -0.593821 2.092205
H -1.509978 -0.531732 1.129846
H 2.037525 3.221191 1.607088
H 1.526329 4.663827 2.496715
H 1.812953 3.147127 3.361183

Forces on atoms 1 to 3 (eV/Å):
C -0.32 -0.27 -0.07
C 0.08 0.56 -0.12
H 0.00 -0.05 0.21

Values from the calculation:
Total charge = 0
E = -30319.672 eV